Entry from OMol25: C20H17Br2INO3Pt as an isolated structure (ωB97M-V with the def2-TZVPD basis set).

The geometry in XYZ format:
```
45
C20H17Br2INO3Pt | OMol25 | ωB97M-V with the def2-TZVPD basis set
Pt -0.44 -0.71 0.76
C 3.46 4.93 1.19
O 2.13 5.32 0.87
C 1.20 4.36 0.72
C -0.09 4.83 0.40
C -1.09 3.93 0.22
C -0.89 2.52 0.34
C -2.00 1.67 0.11
C -3.34 2.22 -0.29
O -1.99 0.40 0.21
C 0.42 2.07 0.69
O 0.79 0.83 0.85
C 1.45 3.02 0.86
H 4.03 5.85 1.26
H 3.88 4.30 0.41
H 3.49 4.41 2.15
H -0.25 5.90 0.30
H -2.07 4.30 -0.03
H -3.74 2.86 0.49
H -4.02 1.39 -0.45
H -3.26 2.81 -1.20
H 2.43 2.63 1.11
Br -1.11 -5.80 -0.72
C -1.80 -4.40 -1.78
C -1.90 -4.61 -3.16
C -2.38 -3.60 -3.97
C -2.77 -2.38 -3.43
C -2.68 -2.17 -2.07
C -2.19 -3.18 -1.25
I -2.03 -2.79 0.80
H -1.59 -5.56 -3.57
H -2.45 -3.77 -5.04
H -3.15 -1.60 -4.07
H -2.98 -1.23 -1.63
Br 1.34 -2.66 -1.34
C 1.89 -2.58 0.45
C 3.00 -3.30 0.85
C 3.41 -3.21 2.17
C 2.70 -2.40 3.04
C 1.60 -1.72 2.57
N 1.19 -1.82 1.29
H 3.53 -3.91 0.13
H 4.27 -3.76 2.51
H 2.98 -2.30 4.08
H 1.01 -1.07 3.20
```

Properties
E_LUMO ... -2.8 eV
Total charge ... +1
Calculated total energy ... -6617.64974 a.u.
Highest occupied orbital energy ... -11.114 eV
Max |F| ... 0.0046 Eh/bohr
ΔE to the lowest compared entry with this formula, charge and spin ... 0.0 kJ/mol
Frontier orbital gap ... 8.298 eV

Atomic partial charges in e from the natural (NBO) method, atoms 1 to 8:
1. Pt 0.80
2. C -0.26
3. O -0.46
4. C 0.41
5. C -0.29
6. C -0.10
7. C -0.36
8. C 0.60

Entry from OMol25: C37H52AsCsN3PS as an isolated structure (ωB97M-V with the def2-TZVPD basis set).

The geometry in XYZ format:
```
96
C37H52AsCsN3PS | OMol25 | ωB97M-V with the def2-TZVPD basis set
Cs 0.08 0.14 0.12
C -0.35 1.89 3.27
C -1.28 2.66 2.58
C -2.53 2.12 2.26
C -2.83 0.81 2.62
C -1.89 0.04 3.29
C -0.65 0.58 3.61
H 0.61 2.31 3.52
H -1.04 3.68 2.30
H -3.26 2.73 1.74
H -3.80 0.39 2.39
H -2.12 -0.99 3.55
H 0.09 -0.03 4.12
N -0.44 -2.28 -1.95
C 0.53 -2.99 -2.69
C 0.29 -4.32 -2.99
C 1.22 -5.08 -3.69
C 2.41 -4.50 -4.10
C 2.65 -3.17 -3.80
C 1.74 -2.39 -3.09
C 2.10 -0.96 -2.78
C 2.23 -0.08 -3.86
C 2.67 1.22 -3.68
C 3.01 1.63 -2.39
C 2.87 0.73 -1.34
C 2.40 -0.59 -1.45
H -1.37 -2.63 -2.14
H -0.43 -1.29 -2.19
H -0.64 -4.77 -2.67
H 1.01 -6.12 -3.92
H 3.14 -5.07 -4.65
H 3.58 -2.70 -4.11
H 1.98 -0.42 -4.87
H 2.78 1.90 -4.52
H 3.40 2.63 -2.22
H 3.11 1.11 -0.34
N -4.11 0.40 -0.53
C -3.74 0.09 -1.81
N -2.53 0.20 -2.26
C -2.47 -0.23 -3.58
C -1.32 -0.23 -4.37
C -1.40 -0.70 -5.67
C -2.60 -1.16 -6.20
C -3.76 -1.15 -5.43
C -3.67 -0.68 -4.13
S -4.93 -0.56 -2.93
H -3.44 0.97 -0.03
H -5.08 0.62 -0.37
H -0.38 0.13 -3.96
H -0.51 -0.72 -6.28
H -2.64 -1.53 -7.21
H -4.70 -1.50 -5.83
C 3.88 -3.27 4.29
C 2.48 -3.08 3.72
C 1.55 -2.49 4.80
P 2.26 -2.13 2.13
C 2.70 -3.39 0.83
C 1.44 -4.18 0.49
C 3.84 -4.37 1.14
C 3.58 -0.83 1.99
C 3.46 0.16 3.15
C 5.03 -1.22 1.73
H 3.84 -3.93 5.17
H 4.31 -2.32 4.62
H 4.56 -3.72 3.57
H 2.08 -4.07 3.45
H 1.88 -1.49 5.09
H 1.55 -3.12 5.69
H 0.53 -2.42 4.43
H 2.95 -2.76 -0.03
H 1.08 -4.74 1.37
H 1.64 -4.89 -0.31
H 0.63 -3.52 0.16
H 3.58 -5.03 1.96
H 4.78 -3.88 1.37
H 4.01 -4.99 0.25
H 3.24 -0.33 1.08
H 3.80 -0.28 4.09
H 2.43 0.49 3.30
H 4.07 1.05 2.96
H 5.47 -1.79 2.55
H 5.63 -0.32 1.61
H 5.12 -1.80 0.81
C 0.52 4.74 -1.93
As -0.59 3.13 -1.98
C -2.27 3.90 -1.32
C -1.03 3.21 -3.88
H 0.02 5.60 -2.37
H 1.44 4.54 -2.48
H 0.80 4.98 -0.90
H -2.53 4.82 -1.83
H -2.19 4.10 -0.25
H -3.06 3.16 -1.48
H -1.30 4.22 -4.18
H -1.86 2.54 -4.09
H -0.17 2.87 -4.46
```

Properties
E_LUMO ... -0.1 eV
Calculated total energy ... -4600.78357 a.u.
Highest occupied orbital energy ... -6.216 eV
Max |F| ... 0.0114 Eh/bohr
ΔE to the lowest compared entry with this formula, charge and spin ... 54.1 kJ/mol
Frontier orbital gap ... 6.076 eV

Atomic partial charges in e from the Löwdin method, atoms 1 to 8:
1. Cs 0.84
2. C -0.12
3. C -0.11
4. C -0.12
5. C -0.11
6. C -0.10
7. C -0.12
8. H 0.11

Entry from OMol25: the molecule C4H5NOS in a non-equilibrium geometry (ωB97M-V with the def2-TZVPD basis set).

The geometry in XYZ format:
```
12
C4H5NOS | OMol25 | ωB97M-V with the def2-TZVPD basis set
C -1.38 2.39 0.01
C -1.44 0.97 -0.19
C -0.39 -0.12 0.09
C 1.08 0.37 0.30
S 2.47 -0.15 -0.12
N -0.70 -1.30 0.00
O -1.92 -1.88 0.02
H -2.45 2.80 0.03
H -0.61 3.09 -0.13
H -2.56 0.47 -0.49
H 0.87 1.30 0.96
H -1.87 -2.73 0.15
```

Properties
E_LUMO ... -0.6 eV
Calculated total energy ... -683.39212 a.u.
Highest occupied orbital energy ... -8.712 eV
Max |F| ... 0.2053 Eh/bohr
ΔE to the lowest compared entry with this formula, charge and spin ... 566.6 kJ/mol
Frontier orbital gap ... 8.137 eV

Atomic partial charges in e from the natural (NBO) method, atoms 1 to 8:
1. C -0.40
2. C -0.25
3. C 0.09
4. C -0.34
5. S 0.18
6. N -0.10
7. O -0.51
8. H 0.21

Entry from OMol25: a 3-piece molecular cluster, C4H12O3 overall in a non-equilibrium geometry (ωB97M-V with the def2-TZVPD basis set).

The geometry in XYZ format:
```
19
C4H12O3 | OMol25 | ωB97M-V with the def2-TZVPD basis set
C -0.28 -0.60 2.37
C -0.05 -0.27 0.93
C 0.38 -1.08 -0.03
C 0.51 -0.60 -1.45
O 1.91 -0.45 -1.76
H 0.60 -0.31 2.96
H -0.53 -1.63 2.58
H -1.08 0.03 2.77
H -0.36 0.74 0.65
H 0.80 -2.05 0.21
H 0.08 -1.42 -2.05
H -0.02 0.31 -1.69
H 1.92 -0.22 -2.71
O -2.84 -0.03 -0.86
H -2.10 -0.44 -0.39
H -3.39 0.32 -0.15
O 1.70 2.51 -0.80
H 1.38 3.33 -0.40
H 1.36 1.85 -0.18
```

Properties
E_LUMO ... 0.7 eV
Calculated total energy ... -385.28106 a.u.
Highest occupied orbital energy ... -9.945 eV
Max |F| ... 0.0277 Eh/bohr
ΔE to the lowest compared entry with this formula, charge and spin ... 106.8 kJ/mol
Frontier orbital gap ... 10.629 eV

Atomic partial charges in e from the natural (NBO) method, atoms 1 to 8:
1. C -0.66
2. C -0.19
3. C -0.21
4. C -0.11
5. O -0.71
6. H 0.23
7. H 0.22
8. H 0.21

- Among the records above, which one has the lowest E_LUMO?
  C20H17Br2INO3Pt

- max |F| of number 3 (C4H5NOS)?
  0.2053 Eh/bohr

- Which of these has the highest frontier orbital gap?
  C4H12O3